(1)
ORCA calculation (wB97M-V/def2-TZVPD) on a single C6H6N2O3 molecule at a distorted geometry.

Properties
Highest occupied orbital energy (eV): -9.537
2S+1: 1
Structure (SMILES): C[C@@]12OC1=NC=C[C@@H]2[N+](=O)[O-]
Gap between HOMO and LUMO (eV): 9.608
LUMO (eV): 0.07
Relative energy (zero: lowest compared OMol25 entry of this formula, charge and spin) (kJ/mol): 587.7

Element x y z (Å)
C -1.580 0.622 1.379
C -0.351 0.757 0.475
O 0.432 1.922 0.396
C 1.107 0.929 0.814
N 2.122 0.218 0.670
C 1.768 -1.127 0.366
C 0.683 -1.441 -0.308
C -0.292 -0.363 -0.778
N -0.068 0.405 -2.013
O -0.965 0.708 -2.759
O 1.067 0.749 -2.203
H -2.491 0.414 0.753
H -1.755 1.643 1.917
H -1.478 -0.158 2.210
H 2.453 -1.940 0.618
H 0.611 -2.494 -0.676
H -1.264 -0.844 -0.861

Atomic partial charges in e from the Mulliken method, atoms 1 to 6:
1 C -1.21
2 C 0.62
3 O -0.43
4 C 0.61
5 N -0.61
6 C -0.13

(2)
ORCA calculation (wB97M-V/def2-TZVPD) on a single C4H9N2P molecule at a distorted geometry.

Properties
Highest occupied orbital energy (eV): -8.555
2S+1: 1
Structure (SMILES): C=N/N=C\P(C)C
Gap between HOMO and LUMO (eV): 9.132
LUMO (eV): 0.58
Relative energy (zero: lowest compared OMol25 entry of this formula, charge and spin) (kJ/mol): 275.2

Element x y z (Å)
C 0.797 2.622 -1.214
N 0.086 1.847 -1.903
N -1.112 1.461 -1.495
C -1.387 0.821 -0.427
P -0.139 0.214 0.771
C -0.944 -1.467 0.958
C 1.248 -0.400 -0.314
H 1.756 2.965 -1.655
H 0.452 3.090 -0.281
H -2.408 0.572 -0.227
H -0.518 -1.946 1.920
H -2.079 -1.219 1.155
H -0.798 -1.957 0.001
H 0.748 -1.063 -1.199
H 1.732 0.482 -0.745
H 2.021 -0.911 0.271

Atomic partial charges in e from the Mulliken method, atoms 1 to 6:
1 C -0.48
2 N -0.27
3 N -0.29
4 C -0.18
5 P 0.12
6 C -0.93

(3)
ORCA calculation (wB97M-V/def2-TZVPD) on a molecular structure, C30H28Cl2N5O2STeTi at a distorted geometry.

Properties
Highest occupied orbital energy (spin up / spin down) (eV): -7.131 / -7.169
2S+1: 2
<S²>: 0.756
Gap between HOMO and LUMO (spin up / spin down) (eV): 6.226 / 6.154
LUMO (spin up / spin down) (eV): -0.90 / -1.01

Element x y z (Å)
Ti -0.074 2.200 -1.025
N -2.523 5.826 -1.323
C -1.433 5.027 -1.227
S -1.086 4.256 0.297
N -0.673 4.902 -2.293
N 0.312 3.995 -1.963
C 1.540 4.327 -2.080
C 2.502 3.513 -1.316
C 3.827 3.895 -1.168
C 4.620 3.204 -0.264
C 4.073 2.163 0.468
C 2.744 1.828 0.259
N 1.978 2.487 -0.603
H -2.963 6.149 -0.482
H -2.604 6.388 -2.154
H 1.836 5.246 -2.577
H 4.221 4.722 -1.741
H 5.656 3.483 -0.130
H 4.657 1.606 1.185
H 2.271 1.005 0.783
C 2.776 -4.541 -0.526
C 2.292 -3.266 -1.151
C 0.948 -3.061 -1.418
C 0.480 -1.884 -1.992
C -0.993 -1.750 -2.218
C 1.389 -0.869 -2.326
Te 0.673 0.882 -3.320
C 2.756 -1.064 -2.073
C 3.832 -0.069 -2.411
C 3.177 -2.255 -1.486
H 1.943 -5.172 -0.215
H 3.391 -4.343 0.354
H 3.386 -5.118 -1.225
H 0.230 -3.831 -1.158
H -1.527 -2.588 -1.775
H -1.236 -1.693 -3.281
H -1.375 -0.832 -1.770
H 3.436 0.823 -2.891
H 4.564 -0.518 -3.085
H 4.372 0.229 -1.514
H 4.237 -2.390 -1.293
Cl 0.093 -2.078 1.386
C -0.403 -1.780 3.023
C 0.412 -2.239 4.046
C 0.126 -1.921 5.361
C -0.980 -1.137 5.652
C -1.803 -0.717 4.628
Cl -3.189 0.258 5.022
C -1.567 -1.034 3.285
N -2.411 -0.557 2.298
C -3.038 -1.294 1.304
C -3.111 -2.683 1.388
C -3.779 -3.410 0.423
C -4.408 -2.769 -0.633
C -4.345 -1.388 -0.714
C -3.660 -0.630 0.228
C -3.606 0.876 0.052
C -2.271 1.347 -0.477
O -1.215 1.141 0.234
O -2.144 1.946 -1.562
H 1.287 -2.819 3.786
H 0.769 -2.269 6.156
H -1.222 -0.857 6.667
H -2.759 0.375 2.449
H -2.646 -3.188 2.225
H -3.818 -4.488 0.510
H -4.940 -3.336 -1.383
H -4.824 -0.875 -1.539
H -3.809 1.424 0.976
H -4.367 1.187 -0.663

Atomic partial charges in e from the Mulliken method, atoms 1 to 6:
1 Ti 0.25
2 N -0.41
3 C 0.59
4 S -0.53
5 N -1.40
6 N 1.11

(4)
ORCA calculation (wB97M-V/def2-TZVPD) on a gas-phase ion, C6H11O6 (charge +1) at a distorted geometry.

Properties
Highest occupied orbital energy (eV): -13.668
2S+1: 1
Gap between HOMO and LUMO (eV): 9.687
LUMO (eV): -3.98
Relative energy (zero: lowest compared OMol25 entry of this formula, charge and spin) (kJ/mol): 125.2
Charge: +1

Element x y z (Å)
C -0.865 0.548 0.358
C 0.568 -0.099 0.218
C -1.339 0.376 -1.199
C 1.074 0.016 -1.119
C -0.250 -0.396 -1.937
C 1.553 1.369 2.047
O -1.451 -0.309 1.227
O 0.566 -1.376 0.606
O -1.506 1.656 -1.741
O -0.481 -1.816 -1.734
O 2.337 1.306 3.030
O 1.554 0.381 1.316
H -0.626 1.598 0.689
H 2.006 -0.727 -1.227
H -2.299 -0.322 -1.078
H 1.354 0.934 -1.490
H -0.083 -0.308 -3.115
H 0.998 2.310 1.969
H -2.359 -0.060 1.500
H -0.392 -1.614 0.776
H -1.775 1.504 -2.718
H 0.017 -2.336 -2.337
H 2.910 0.516 2.956

Atomic partial charges in e from the Mulliken method, atoms 1 to 6:
1 C -0.51
2 C 0.75
3 C 0.16
4 C -0.91
5 C -0.14
6 C 0.49

(5)
ORCA calculation (wB97M-V/def2-TZVPD) on 11 unconnected molecules or ions with the total composition C33H60F2IN3O11S3 at a distorted geometry.

Properties
Highest occupied orbital energy (eV): -7.703
2S+1: 1
Gap between HOMO and LUMO (eV): 7.326
LUMO (eV): -0.38
Relative energy (zero: lowest compared OMol25 entry of this formula, charge and spin) (kJ/mol): 241.0

Element x y z (Å)
C 2.223 -28.670 -28.797
C 3.490 -29.392 -28.333
O 4.406 -29.610 -29.117
N 3.758 -29.526 -26.773
H 3.609 -28.511 -26.288
H 2.920 -29.990 -26.342
C 4.962 -30.102 -26.342
H 2.690 -27.841 -29.471
H 1.779 -28.292 -27.864
H 1.604 -29.184 -29.284
H 5.129 -30.197 -25.135
H 5.812 -29.578 -26.708
H 5.216 -31.008 -26.397
C 1.319 -33.554 -26.869
C 0.512 -33.701 -25.532
O -0.547 -34.291 -25.434
N 1.100 -32.852 -24.326
H 2.092 -33.060 -24.323
H 1.143 -31.840 -24.502
C 0.304 -33.125 -23.087
H 1.100 -32.757 -27.368
H 0.783 -34.318 -27.330
H 2.440 -33.737 -26.858
H 0.763 -32.649 -22.241
H 0.143 -34.164 -22.902
H -0.696 -32.670 -23.048
C 2.039 -29.599 -22.206
C 2.182 -28.290 -22.834
O 2.512 -27.219 -22.209
N 1.812 -28.037 -24.355
H 2.690 -27.424 -24.738
H 1.723 -29.009 -24.807
C 0.842 -27.006 -24.608
H 1.868 -29.510 -21.214
H 2.619 -30.562 -22.183
H 1.069 -29.818 -22.564
H 0.063 -27.446 -24.509
H 0.690 -26.573 -25.617
H 0.927 -25.896 -24.052
I 4.406 -32.731 -22.958
O 1.667 -30.354 -25.372
H 1.160 -30.140 -26.285
O 3.669 -27.125 -26.052
H 4.132 -26.214 -26.169
F -5.529 -31.418 -21.055
C -4.393 -30.695 -20.872
C -4.335 -29.295 -20.999
C -3.122 -28.600 -20.836
C -1.874 -29.325 -20.761
C -1.968 -30.654 -20.788
C -3.175 -31.286 -20.983
H -5.285 -28.799 -20.859
H -2.988 -27.560 -20.937
H -0.947 -28.909 -20.802
H -1.078 -31.315 -21.020
H -3.149 -32.463 -21.134
F 4.758 -27.064 -17.990
C 5.247 -28.109 -18.611
C 6.021 -29.061 -17.841
C 6.531 -30.239 -18.388
C 6.157 -30.456 -19.698
C 5.485 -29.532 -20.605
C 5.081 -28.311 -19.977
H 6.023 -29.039 -16.844
H 7.103 -30.778 -17.898
H 6.472 -31.332 -20.220
H 5.227 -29.929 -21.626
H 4.437 -27.516 -20.435
C -3.409 -29.048 -25.145
C -4.684 -29.827 -25.244
C -4.431 -30.952 -26.090
S -2.762 -31.508 -25.650
O -2.065 -31.734 -26.827
O -2.853 -32.510 -24.661
C -2.215 -29.977 -24.818
H -3.623 -28.252 -24.473
H -3.444 -28.357 -26.056
H -5.482 -29.149 -25.591
H -5.025 -30.136 -24.262
H -4.293 -30.611 -27.066
H -5.010 -31.725 -26.264
H -1.155 -29.624 -24.818
H -2.137 -30.206 -23.595
C 4.696 -24.480 -24.107
C 3.378 -24.046 -23.586
C 3.516 -23.062 -22.590
S 5.009 -23.171 -21.780
O 4.890 -24.233 -20.736
O 5.535 -21.896 -21.413
C 5.786 -23.913 -23.071
H 4.912 -24.173 -25.085
H 4.931 -25.606 -24.183
H 2.818 -24.822 -22.934
H 2.704 -23.705 -24.513
H 2.694 -23.117 -21.721
H 3.470 -21.892 -23.061
H 6.584 -24.759 -22.835
H 6.387 -23.160 -23.619
C 0.600 -29.162 -16.834
C 1.551 -29.472 -17.861
C 2.710 -30.202 -17.314
S 2.911 -29.534 -15.618
O 4.067 -28.620 -15.464
O 2.846 -30.690 -14.770
C 1.356 -28.614 -15.632
H 0.261 -30.029 -16.514
H -0.406 -28.616 -17.249
H 1.873 -28.720 -18.416
H 1.263 -30.030 -18.795
H 3.643 -30.359 -17.929
H 2.498 -31.224 -17.247
H 1.777 -27.472 -15.719
H 0.873 -28.476 -14.621

Atomic partial charges in e from the Mulliken method, atoms 1 to 6:
1 C -0.77
2 C 0.71
3 O -0.52
4 N 0.87
5 H 0.20
6 H 0.05

(6)
ORCA calculation (wB97M-V/def2-TZVPD) on a molecular structure, C35H52AlP3SbSe at a distorted geometry.

Properties
Highest occupied orbital energy (eV): -15.644
2S+1: 1
Gap between HOMO and LUMO (eV): 4.716
LUMO (eV): -10.93
Relative energy (zero: lowest compared OMol25 entry of this formula, charge and spin) (kJ/mol): 0.0
Charge: +3

Element x y z (Å)
Al -0.015 -0.538 -1.881
P 0.398 2.879 0.617
P -2.414 0.780 -1.187
P 2.208 0.159 -1.453
H -1.418 -1.708 -3.731
C -0.699 -2.394 -3.250
C -0.513 -2.427 -1.840
H -1.276 -2.067 -1.154
C 0.701 4.413 -0.189
C -0.968 3.148 1.725
C 1.850 2.497 1.565
C -3.491 -0.078 -2.423
C -3.428 0.463 0.336
C -3.109 2.485 -1.413
C 2.761 -0.915 -2.836
C 3.426 -0.208 -0.148
C 3.092 1.710 -1.951
H -0.524 -3.316 -3.834
H -0.065 -3.327 -1.382
H 0.803 5.084 0.659
H -0.128 4.762 -0.804
H 1.633 4.427 -0.754
H -0.642 4.059 2.232
H -1.093 2.340 2.459
H -1.910 3.356 1.202
H 1.831 3.292 2.312
H 2.754 2.603 0.958
H 1.820 1.524 2.071
H -4.520 0.307 -2.343
H -3.507 -1.165 -2.266
H -3.129 0.124 -3.444
H -4.461 0.814 0.165
H -3.017 1.002 1.202
H -3.463 -0.613 0.569
H -4.209 2.429 -1.371
H -2.833 2.907 -2.387
H -2.783 3.180 -0.631
H 3.848 -0.772 -2.882
H 2.316 -0.629 -3.798
H 2.536 -1.965 -2.614
H 4.420 -0.241 -0.620
H 3.237 -1.172 0.337
H 3.437 0.571 0.619
H 4.098 1.401 -2.277
H 3.214 2.403 -1.108
H 2.613 2.243 -2.782
C 0.428 1.329 -4.945
C 0.208 0.135 -5.644
C 0.774 -0.105 -6.907
C 1.388 0.936 -7.592
C 1.487 2.189 -6.968
C 1.040 2.360 -5.659
Se -0.084 1.617 -3.096
H 0.080 1.808 -0.300
H -0.376 -0.627 -5.146
H 0.698 -1.091 -7.344
H 1.796 0.768 -8.580
H 1.908 3.016 -7.524
H 1.192 3.321 -5.150
C -1.915 1.395 5.901
C -0.550 1.506 5.622
C -0.027 0.899 4.474
C -0.842 0.121 3.633
C -2.179 -0.091 4.001
C -2.720 0.568 5.112
Sb -0.063 -0.722 1.736
C 1.649 -1.754 2.581
C 1.844 -3.080 2.165
C 3.013 -3.746 2.554
C 3.930 -3.122 3.410
C 3.680 -1.832 3.888
C 2.558 -1.140 3.442
C -1.371 -2.411 1.938
C -1.405 -3.026 3.191
C -2.369 -4.003 3.438
C -3.168 -4.462 2.396
C -3.044 -3.935 1.115
C -2.201 -2.852 0.914
H -2.343 1.963 6.726
H 0.125 2.059 6.282
H 1.021 1.063 4.244
H -2.812 -0.785 3.438
H -3.775 0.420 5.361
H 1.107 -3.592 1.547
H 3.189 -4.754 2.192
H 4.846 -3.631 3.692
H 4.356 -1.352 4.601
H 2.415 -0.114 3.781
H -0.721 -2.719 3.978
H -2.464 -4.393 4.445
H -3.888 -5.243 2.577
H -3.595 -4.326 0.270
H -2.203 -2.391 -0.061

Atomic partial charges in e from the Mulliken method, atoms 1 to 6:
1 Al -0.75
2 P 0.91
3 P 0.94
4 P 1.41
5 H 0.32
6 C -0.62

(7)
ORCA calculation (wB97M-V/def2-TZVPD) on a single C3H6N2O molecule at a distorted geometry.

Properties
Highest occupied orbital energy (eV): -9.719
2S+1: 1
Structure (SMILES): C=CCn1[nH]o1
Gap between HOMO and LUMO (eV): 10.946
LUMO (eV): 1.23
Relative energy (zero: lowest compared OMol25 entry of this formula, charge and spin) (kJ/mol): 579.3

Element x y z (Å)
C -1.940 -0.255 0.289
C -0.794 -0.340 -0.359
C 0.177 0.793 -0.482
N 1.542 0.505 -0.055
N 1.671 -0.585 0.831
O 2.056 -0.722 -0.515
H -2.251 0.653 0.778
H -2.619 -1.087 0.351
H -0.490 -1.258 -0.842
H 0.264 1.112 -1.524
H -0.131 1.646 0.124
H 2.517 -0.463 1.405

Atomic partial charges in e from the Mulliken method, atoms 1 to 6:
1 C -0.75
2 C 0.15
3 C -0.48
4 N 0.01
5 N -0.27
6 O -0.25

Q: What is the formula in the fourth record?
A: C6H11O6